2 unconnected molecules or ions with the total composition C3H8N2O, computed with wB97M-V/def2-TZVPD.

Positions of all 14 atoms, in Å:
C1 1.66 0.03 1.22
C2 2.13 0.96 -0.86
N1 1.60 -0.11 -0.20
H1 1.65 -0.94 1.73
H2 2.57 0.56 1.54
H3 0.81 0.61 1.65
H4 2.21 0.95 -1.94
H5 2.45 1.86 -0.33
C3 -2.17 -0.43 -0.14
N2 -1.05 -1.09 0.24
O1 -2.28 0.72 -0.49
H6 -3.06 -1.09 -0.08
H7 -1.13 -2.09 0.12
H8 -0.10 -0.77 -0.07

Output
LUMO energy (spin up / spin down) in eV: 3.892 / 3.853
HOMO level (spin up / spin down) in eV: 0.24 / -3.70
Total charge: -1
E in eV: -8266.8999
2S+1: 2
Relative energy (zero: lowest compared OMol25 entry of this formula, charge and spin) in kcal/mol: 18.0


2 unconnected molecules or ions with the total composition C4H7N2O in a non-equilibrium geometry, computed with wB97M-V/def2-TZVPD.

Positions of all 14 atoms, in Å:
C1 -0.13 -1.71 1.42
C2 0.35 -2.11 0.21
C3 -0.29 -0.30 1.32
C4 -0.41 1.33 -0.54
N1 0.33 -1.01 -0.65
N2 -0.06 0.12 0.07
O1 -0.53 1.12 -1.89
H1 -0.21 -2.42 2.22
H2 0.71 -3.13 -0.12
H3 -0.60 0.51 2.05
H4 -1.16 1.75 0.16
H5 0.87 2.53 -0.17
H6 0.66 -0.91 -1.60
H7 -0.04 1.82 -2.38

Output
LUMO energy in eV: -4.851
HOMO level in eV: -14.09
Total charge: +1
E in eV: -9278.5441
Relative energy (zero: lowest compared OMol25 entry of this formula, charge and spin) in kcal/mol: 97.9


2 unconnected molecules or ions with the total composition C41H82ClNO4P in a non-equilibrium geometry, computed with wB97M-V/def2-TZVPD.

Positions of all 130 atoms, in Å:
C1 6.45 -1.59 4.12
C2 5.24 -1.04 4.64
C3 3.70 -0.62 4.97
C4 3.23 0.85 4.34
C5 1.56 0.76 4.41
O1 1.14 0.08 3.16
C6 -0.20 0.62 2.81
C7 -1.12 -0.51 2.02
C8 -0.67 -0.65 0.42
C9 3.60 2.12 5.31
C10 4.99 1.98 6.17
O2 5.23 1.14 7.18
Cl1 6.41 3.14 5.72
O3 3.53 1.01 2.92
C11 4.82 1.63 2.63
C12 4.48 3.20 2.15
O4 5.63 4.00 2.63
C13 5.69 5.32 1.97
C14 5.14 6.43 3.05
C15 3.62 6.92 2.62
C16 2.42 6.32 3.56
C17 0.90 6.62 3.03
C18 0.79 7.54 1.69
C19 0.97 6.75 0.27
C20 1.23 5.14 0.39
C21 -0.22 4.36 0.45
N1 5.41 0.82 1.47
C22 6.71 1.39 0.98
C23 7.97 1.27 2.03
C24 9.37 1.60 1.22
C25 9.46 3.14 0.64
H1 7.50 -1.96 3.71
H2 2.92 -1.44 4.60
H3 3.52 -0.56 6.15
H4 1.10 1.86 4.47
H5 1.24 0.13 5.36
H6 -0.11 1.64 2.21
H7 -0.73 0.86 3.83
H8 -2.23 -0.12 2.05
H9 -1.03 -1.57 2.52
H10 -1.66 -0.74 -0.22
H11 -0.09 0.31 0.04
H12 -0.01 -1.63 0.33
H13 2.73 2.18 6.12
H14 3.61 3.17 4.79
H15 5.62 1.58 3.48
H16 3.45 3.51 2.62
H17 4.38 3.15 0.98
H18 6.83 5.55 1.73
H19 5.15 5.32 0.93
H20 5.18 6.05 4.16
H21 5.84 7.39 2.99
H22 3.46 6.57 1.51
H23 3.54 8.11 2.63
H24 2.59 6.79 4.65
H25 2.52 5.16 3.71
H26 0.27 5.61 2.96
H27 0.36 7.24 3.90
H28 1.51 8.49 1.69
H29 -0.31 8.00 1.68
H30 -0.01 6.91 -0.39
H31 1.87 7.24 -0.32
H32 1.72 4.80 -0.65
H33 1.99 4.81 1.22
H34 -0.30 3.64 -0.51
H35 -0.36 3.67 1.38
H36 -1.10 5.14 0.31
H37 5.60 -0.17 1.77
H38 6.67 2.49 0.59
H39 7.03 0.73 0.03
H40 7.96 0.17 2.45
H41 7.80 2.05 2.91
H42 9.55 0.84 0.33
H43 10.29 1.47 1.96
H44 10.61 3.44 0.59
H45 9.03 3.24 -0.46
H46 8.95 3.94 1.36
C26 -5.57 -1.76 -6.93
C27 -5.36 -3.26 -6.79
C28 -6.48 -3.96 -6.01
C29 -6.45 -3.77 -4.49
P1 -5.32 -4.75 -3.53
C30 -5.53 -6.47 -4.06
C31 -6.91 -7.11 -4.12
C32 -7.58 -7.52 -2.81
C33 -6.71 -8.33 -1.86
C34 -5.78 -4.74 -1.82
C35 -5.83 -3.47 -0.98
C36 -4.50 -2.90 -0.49
C37 -3.52 -3.92 0.05
C38 -3.59 -4.48 -3.85
C39 -2.78 -3.24 -3.50
C40 -3.37 -1.88 -3.87
C41 -2.68 -1.23 -5.06
H47 -5.65 -1.27 -5.96
H48 -4.72 -1.32 -7.46
H49 -6.47 -1.55 -7.50
H50 -4.39 -3.46 -6.33
H51 -5.31 -3.69 -7.80
H52 -6.44 -5.03 -6.25
H53 -7.44 -3.60 -6.39
H54 -7.45 -4.05 -4.13
H55 -6.36 -2.71 -4.24
H56 -4.85 -7.09 -3.46
H57 -5.11 -6.51 -5.07
H58 -6.82 -8.02 -4.73
H59 -7.60 -6.46 -4.67
H60 -8.47 -8.11 -3.05
H61 -7.97 -6.64 -2.29
H62 -6.43 -9.28 -2.31
H63 -7.26 -8.54 -0.94
H64 -5.80 -7.79 -1.58
H65 -5.22 -5.52 -1.29
H66 -6.82 -5.08 -1.82
H67 -6.43 -3.70 -0.09
H68 -6.37 -2.69 -1.52
H69 -4.71 -2.17 0.30
H70 -4.05 -2.33 -1.29
H71 -3.91 -4.41 0.95
H72 -2.57 -3.43 0.31
H73 -3.28 -4.70 -0.68
H74 -3.43 -4.68 -4.92
H75 -3.08 -5.31 -3.35
H76 -1.79 -3.35 -3.96
H77 -2.58 -3.26 -2.43
H78 -3.24 -1.20 -3.02
H79 -4.44 -1.94 -4.04
H80 -1.64 -0.99 -4.81
H81 -3.19 -0.30 -5.33
H82 -2.67 -1.90 -5.93

Output
LUMO energy in eV: -2.081
HOMO level in eV: -9.70
Total charge: +1
E in eV: -75317.2715


A single C7H9NO3 molecule in a non-equilibrium geometry, computed with wB97M-V/def2-TZVPD.

Positions of all 20 atoms, in Å:
C1 -1.81 -3.84 0.69
C2 -0.95 -2.85 0.48
N1 -1.42 -1.61 -0.13
C3 -0.47 -0.68 0.04
C4 -0.49 0.66 0.01
C5 0.79 1.50 0.39
C6 2.05 1.15 -0.42
O1 1.11 1.33 1.77
O2 0.70 -1.29 0.52
C7 0.50 -2.57 0.76
O3 1.32 -3.38 1.00
H1 -2.80 -3.70 0.43
H2 -1.55 -4.72 1.39
H3 -2.43 -1.45 -0.07
H4 -1.37 1.17 -0.17
H5 0.44 2.55 0.21
H6 1.77 1.12 -1.46
H7 2.87 1.79 -0.19
H8 2.34 0.19 -0.11
H9 1.59 0.51 1.57

Output
LUMO energy in eV: 0.185
HOMO level in eV: -8.44
SMILES string: C=c1[nH]/c(=C/[C@H](C)O)oc1=O
Total charge: 0
E in eV: -15035.5253
Relative energy (zero: lowest compared OMol25 entry of this formula, charge and spin) in kcal/mol: 37.5


A single C19H33NO2 molecule, computed with wB97M-V/def2-TZVPD.

Positions of all 55 atoms, in Å:
C1 -3.63 -1.64 -0.03
C2 -2.97 -0.43 0.64
C3 -2.86 -0.76 2.14
C4 -3.79 0.87 0.45
C5 -4.15 1.07 -1.03
C6 -2.78 1.32 -1.68
C7 -1.83 1.38 -0.48
C8 -2.73 1.96 0.60
C9 -1.57 -0.03 0.08
C10 -0.88 -0.98 -0.90
C11 -0.16 -2.12 -0.19
O1 0.51 -2.91 -1.13
C12 1.71 -3.34 -0.52
C13 2.07 -2.15 0.39
C14 2.93 -1.10 -0.33
N1 3.56 -0.20 0.61
C15 4.71 0.51 0.08
C16 4.35 1.64 -0.89
C17 3.41 2.62 -0.19
C18 2.20 1.88 0.35
C19 2.65 0.72 1.26
O2 0.79 -1.66 0.75
H1 -4.67 -1.71 0.30
H2 -3.62 -1.58 -1.11
H3 -3.12 -2.56 0.26
H4 -3.83 -1.06 2.53
H5 -2.52 0.10 2.71
H6 -2.15 -1.57 2.30
H7 -4.65 0.93 1.11
H8 -4.68 0.22 -1.46
H9 -4.80 1.94 -1.13
H10 -2.50 0.54 -2.38
H11 -2.77 2.27 -2.22
H12 -0.91 1.93 -0.69
H13 -2.25 1.99 1.58
H14 -3.11 2.95 0.36
H15 -0.88 0.07 0.92
H16 -0.13 -0.41 -1.45
H17 -1.56 -1.42 -1.63
H18 -0.89 -2.74 0.38
H19 1.53 -4.24 0.08
H20 2.44 -3.55 -1.30
H21 2.58 -2.46 1.31
H22 3.73 -1.63 -0.86
H23 2.31 -0.60 -1.09
H24 5.37 -0.21 -0.41
H25 5.25 0.93 0.94
H26 3.86 1.23 -1.77
H27 5.26 2.15 -1.22
H28 3.10 3.41 -0.88
H29 3.94 3.10 0.64
H30 1.61 1.48 -0.48
H31 1.55 2.55 0.92
H32 1.79 0.16 1.61
H33 3.17 1.13 2.13

Output
LUMO energy in eV: 0.879
HOMO level in eV: -8.16
SMILES string: CC1(C)[C@@H]2CC[C@@H](C2)[C@@H]1C[C@H]1OC[C@@H](CN2CCCCC2)O1
Total charge: 0
E in eV: -25823.6740
Relative energy (zero: lowest compared OMol25 entry of this formula, charge and spin) in kcal/mol: 0.0


A molecular structure, C19H8Cl5NSV, computed with wB97M-V/def2-TZVPD.

Positions of all 35 atoms, in Å:
V1 -0.51 -0.60 -0.74
Cl1 -0.98 -2.37 -2.24
C1 0.78 -1.92 -2.49
C2 1.21 -0.90 -1.68
C3 2.55 -0.54 -1.78
Cl2 3.17 0.71 -0.77
C4 3.38 -1.18 -2.69
Cl3 5.02 -0.73 -2.83
C5 2.87 -2.20 -3.52
Cl4 3.89 -2.97 -4.65
C6 1.54 -2.60 -3.43
Cl5 0.86 -3.83 -4.40
S1 -1.51 1.70 2.84
C7 -0.70 0.29 3.46
C8 -0.47 -0.06 4.78
C9 0.21 -1.23 5.02
C10 0.66 -2.04 3.97
C11 0.43 -1.69 2.65
C12 -0.26 -0.51 2.41
N1 -0.59 0.03 1.15
C13 -1.23 1.19 1.25
C14 -1.64 1.89 0.02
C15 -2.33 3.10 0.02
C16 -2.67 3.67 -1.19
C17 -2.36 3.02 -2.38
C18 -1.70 1.80 -2.37
C19 -1.32 1.21 -1.17
H1 -0.81 0.57 5.60
H2 0.41 -1.54 6.04
H3 1.20 -2.95 4.19
H4 0.79 -2.31 1.84
H5 -2.58 3.60 0.95
H6 -3.20 4.62 -1.21
H7 -2.63 3.48 -3.32
H8 -1.48 1.32 -3.32

Output
LUMO energy (spin up / spin down) in eV: -4.326 / -4.000
HOMO level (spin up / spin down) in eV: -11.88 / -12.01
Total charge: +1
E in eV: -120451.2071
2S+1: 3


9 unconnected molecules or ions with the total composition C22H48N4O24S5 in a non-equilibrium geometry, computed with wB97M-V/def2-TZVPD.

Positions of all 103 atoms, in Å:
O1 6.24 0.39 4.45
S1 4.80 0.62 4.42
O2 3.84 -0.14 5.23
O3 4.54 2.23 4.69
C1 4.27 2.91 3.49
C2 4.56 1.97 2.28
O4 4.20 0.72 2.89
H1 3.20 3.09 3.54
H2 4.81 3.86 3.53
H3 5.62 1.89 2.04
H4 3.94 2.06 1.39
O5 5.19 5.38 -3.26
S2 5.96 6.62 -3.10
O6 7.27 6.67 -3.75
O7 5.03 7.89 -3.49
C3 5.30 8.98 -2.68
C4 5.97 8.49 -1.40
O8 6.06 7.10 -1.53
H5 5.91 9.69 -3.24
H6 4.35 9.45 -2.40
H7 5.35 8.69 -0.53
H8 6.96 8.96 -1.31
O9 -0.45 10.04 1.38
S3 -1.09 8.73 1.12
O10 -1.44 7.86 2.22
O11 -2.43 9.03 0.16
C5 -2.66 8.01 -0.67
C6 -1.25 7.54 -1.07
O12 -0.33 7.96 -0.04
H9 -3.34 7.32 -0.17
H10 -3.09 8.42 -1.58
H11 -1.08 8.09 -1.99
H12 -1.31 6.46 -1.16
O13 -2.97 5.74 -6.88
S4 -2.23 4.90 -7.83
O14 -2.74 3.53 -8.04
O15 -1.92 5.67 -9.23
C7 -0.82 6.56 -9.14
C8 0.17 5.60 -8.42
O16 -0.64 4.94 -7.40
H13 -0.60 6.81 -10.18
H14 -1.01 7.47 -8.58
H15 0.96 6.27 -8.05
H16 0.60 4.78 -8.98
O17 -1.62 -9.03 2.47
S5 -1.61 -10.46 2.75
O18 -2.87 -10.98 3.30
O19 -1.28 -11.32 1.42
C9 -0.61 -12.56 1.68
C10 0.23 -12.33 3.01
O20 -0.28 -11.04 3.54
H17 -1.53 -13.12 1.84
H18 -0.15 -12.84 0.74
H19 1.29 -12.13 2.83
H20 0.07 -13.04 3.83
C11 1.16 -1.64 -2.57
N1 0.02 -0.69 -2.44
C12 -1.05 -0.87 -1.63
C13 -1.17 -2.17 -0.95
O21 -1.80 0.08 -1.39
H21 1.74 -1.39 -3.46
H22 0.79 -2.66 -2.50
H23 1.91 -1.48 -1.79
H24 0.18 0.22 -2.85
H25 -2.09 -2.19 -0.37
H26 -0.36 -2.24 -0.23
H27 -1.08 -3.01 -1.64
C14 -7.50 -6.04 -0.45
N2 -7.68 -4.56 -0.71
C15 -7.94 -4.18 -1.94
C16 -8.02 -2.68 -2.19
O22 -8.15 -4.97 -2.86
H28 -8.38 -6.38 -1.00
H29 -7.68 -6.20 0.61
H30 -6.54 -6.45 -0.78
H31 -7.59 -3.95 0.08
H32 -7.26 -2.12 -1.66
H33 -8.98 -2.28 -1.87
H34 -7.75 -2.52 -3.24
C17 -6.39 2.96 3.51
N3 -5.08 2.40 3.52
C18 -4.31 2.29 4.63
C19 -2.93 1.62 4.35
O23 -4.56 2.78 5.76
H35 -6.98 2.38 2.81
H36 -6.48 3.95 3.05
H37 -6.82 2.97 4.52
H38 -4.68 2.15 2.63
H39 -2.16 1.99 5.03
H40 -2.76 1.93 3.32
H41 -3.06 0.55 4.46
C20 5.04 -6.84 2.53
N4 6.00 -6.81 3.60
C21 6.55 -7.92 4.14
C22 7.68 -7.80 5.17
O24 6.24 -9.05 3.76
H42 5.01 -5.88 2.03
H43 4.05 -6.99 2.96
H44 5.36 -7.65 1.87
H45 6.48 -5.95 3.82
H46 7.68 -6.73 5.37
H47 8.65 -8.06 4.75
H48 7.36 -8.29 6.09

Output
LUMO energy in eV: -0.234
HOMO level in eV: -9.36
SMILES string: O=S1(=O)OCCO1.O=S1(=O)OCCO1.O=S1(=O)OCCO1.O=S1(=O)OCCO1.O=S1(=O)OCCO1.CNC(C)=O.CNC(C)=O.CNC(C)=O.CNC(C)=O
Total charge: 0
E in eV: -132861.3970
Relative energy (zero: lowest compared OMol25 entry of this formula, charge and spin) in kcal/mol: 81.6


3 unconnected molecules or ions with the total composition C4H13N2O in a non-equilibrium geometry, computed with wB97M-V/def2-TZVPD.

Positions of all 20 atoms, in Å:
C1 2.72 -0.63 -0.61
C2 -1.79 -2.74 -0.30
C3 1.34 -0.25 -0.13
C4 0.91 0.34 0.97
N1 -0.54 0.65 1.20
N2 -1.21 2.48 -0.50
O1 -1.70 -1.60 0.13
H1 3.23 0.33 -0.61
H2 3.12 -1.49 -0.10
H3 2.67 -0.79 -1.72
H4 -1.40 -3.46 0.40
H5 -2.44 -3.06 -1.19
H6 0.57 -0.45 -0.84
H7 1.55 0.61 1.87
H8 -1.25 0.11 0.70
H9 -0.73 0.81 2.25
H10 -2.01 2.97 -0.13
H11 -0.61 1.61 0.74
H12 -1.59 1.63 -0.79
H13 -0.84 2.93 -1.34

Output
LUMO energy in eV: -3.134
HOMO level in eV: -13.87
Total charge: +1
E in eV: -9378.3157
Relative energy (zero: lowest compared OMol25 entry of this formula, charge and spin) in kcal/mol: 75.4


A single C5H7NO molecule, computed with wB97M-V/def2-TZVPD.

Positions of all 14 atoms, in Å:
H1 -0.35 1.05 1.66
N1 -1.31 1.17 1.34
C1 -1.36 1.59 0.16
O1 -0.32 1.91 -0.68
C2 0.72 1.00 -0.81
C3 0.66 -0.24 -0.36
C4 -0.19 -1.25 0.31
C5 1.17 -1.61 -0.29
H2 -2.31 1.75 -0.35
H3 1.53 1.44 -1.38
H4 -1.11 -1.57 -0.18
H5 -0.29 -1.22 1.39
H6 1.97 -1.83 0.40
H7 1.19 -2.19 -1.21

Output
LUMO energy in eV: 0.982
HOMO level in eV: -9.11
SMILES string: [H]/N=C\OC=C1CC1
Total charge: 0
E in eV: -8833.3071
Relative energy (zero: lowest compared OMol25 entry of this formula, charge and spin) in kcal/mol: 66.8


A molecular structure, C3H3MgO4Pr in a non-equilibrium geometry, computed with wB97M-V/def2-TZVPD.

Positions of all 12 atoms, in Å:
O1 1.02 1.84 1.74
C1 -0.19 1.48 1.98
O2 -0.61 1.18 3.10
Pr1 2.73 1.35 0.12
O3 0.58 0.46 -1.04
C2 -0.60 0.07 -0.62
C3 -0.88 -1.36 -1.10
O4 0.21 -2.13 -1.47
Mg1 1.87 -1.19 -1.58
H1 -1.61 -1.23 -1.93
H2 -1.48 -1.83 -0.28
H3 -1.05 1.38 1.09

Output
LUMO energy (spin up / spin down) in eV: -1.849 / -1.753
HOMO level (spin up / spin down) in eV: -6.77 / -6.72
Total charge: 0
E in eV: -30857.8380
2S+1: 3
Relative energy (zero: lowest compared OMol25 entry of this formula, charge and spin) in kcal/mol: 42.1


A single C3H4O2 molecule in a non-equilibrium geometry, computed with wB97M-V/def2-TZVPD.

Positions of all 9 atoms, in Å:
O1 1.97 -0.23 0.96
C1 1.01 -0.39 0.26
C2 -1.25 -0.57 0.49
O2 -1.11 0.24 -0.50
C3 0.25 0.75 -0.41
H1 -2.23 -1.02 0.39
H2 0.80 -1.37 -0.17
H3 0.59 0.98 -1.42
H4 0.26 1.65 0.21

Output
LUMO energy in eV: 0.171
HOMO level in eV: -9.11
Total charge: 0
E in eV: -7266.7033
Relative energy (zero: lowest compared OMol25 entry of this formula, charge and spin) in kcal/mol: 91.8


2 unconnected molecules or ions with the total composition C9H14 in a non-equilibrium geometry, computed with wB97M-V/def2-TZVPD.

Positions of all 23 atoms, in Å:
C1 -0.93 0.47 -2.59
C2 0.07 -0.36 -1.87
C3 -0.27 -0.97 -0.65
C4 0.71 -1.52 0.17
C5 2.00 -1.56 -0.32
C6 2.40 -1.01 -1.53
C7 1.39 -0.43 -2.29
H1 -0.62 0.67 -3.62
H2 -1.08 1.45 -2.13
H3 -1.94 0.06 -2.67
H4 -1.26 -0.78 -0.30
H5 0.51 -2.05 1.09
H6 2.79 -1.86 0.37
H7 3.45 -0.83 -1.70
H8 1.57 0.08 -3.23
C8 -1.40 1.73 2.58
C9 -0.78 0.33 2.78
H9 -0.76 2.53 2.97
H10 -1.53 2.01 1.53
H11 -2.39 1.87 3.03
H12 0.00 0.27 2.03
H13 -0.34 0.30 3.76
H14 -1.60 -0.37 2.59

Output
LUMO energy in eV: 0.985
HOMO level in eV: -9.01
SMILES string: Cc1ccccc1.CC
Total charge: 0
E in eV: -9559.6144
Relative energy (zero: lowest compared OMol25 entry of this formula, charge and spin) in kcal/mol: 13.1